Run i
Computed, not measured: an isolated molecule of C2H3NO2, with ωB97M-V/def2-TZVPD.

Geometry (Å):
N -0.160 0.179 1.196
O -1.361 -0.086 0.413
C -0.378 -0.043 -0.953
O 0.320 1.108 -0.833
C 0.708 0.079 0.077
H -0.136 -0.606 1.838
H -0.748 -0.552 -1.722
H 1.753 -0.080 -0.016

Properties
HOMO   -9.3 eV
SMILES   N1O[C@H]2O[C@@H]12


Run ii
Computed, not measured: an isolated molecule of C2H3NO2, with ωB97M-V/def2-TZVPD.

Geometry (Å):
O 1.729 -0.200 0.369
N 0.735 0.064 -0.476
C -0.677 -0.672 -0.115
C -1.082 0.533 0.328
O 0.055 1.241 0.062
H 2.520 -0.260 -0.172
H -1.242 -1.648 -0.326
H -2.037 0.942 0.330

Properties
HOMO   -9.2 eV
SMILES   On1cco1


Run iii
Computed, not measured: an isolated molecule of C2H3NO2, with ωB97M-V/def2-TZVPD.

Geometry (Å):
C -1.613 -0.289 -0.049
N -0.319 -0.559 0.281
O 0.294 0.694 0.124
C 1.503 0.238 0.025
O 1.985 -0.794 0.024
H -2.229 -1.160 -0.255
H -1.869 0.859 0.011
H 2.248 1.010 -0.160

Properties
HOMO   -10.1 eV
SMILES   C=NOC=O


The winner here is run iii, beating the second structure by 0.0480 hartree.


Run i
Computed, not measured: an isolated molecule of C2H3NO2, with ωB97M-V/def2-TZVPD.

Geometry (Å):
C 0.100 -0.125 0.055
N 0.743 -1.369 0.728
O 1.535 -0.918 1.850
C 2.091 -1.263 0.770
O 3.126 -1.396 0.216
H -0.862 -0.497 -0.538
H -0.204 0.406 0.856
H 0.741 0.523 -0.520

Properties
HOMO   -10.8 eV
SMILES   CN1OC1=O


Run ii
Computed, not measured: an isolated molecule of C2H3NO2, with ωB97M-V/def2-TZVPD.

Geometry (Å):
H 2.504 0.823 -0.014
N 1.986 0.006 -0.279
C 0.804 0.157 0.111
O -0.145 -0.886 -0.019
C -1.429 -0.446 -0.118
O -1.744 0.695 0.116
H 0.144 1.027 0.382
H -2.121 -1.376 -0.179

Properties
HOMO   -10.6 eV
SMILES   [H]/N=C/OC=O


The winner here is run ii, beating the second structure by 0.0856 hartree.


Run i
Computed, not measured: a cluster of 2 separate species, C2H3NO2 in total, with ωB97M-V/def2-TZVPD.

Geometry (Å):
C 2.229 -0.045 0.159
C -0.164 0.531 0.131
N 3.290 -0.452 0.018
O -0.955 -1.588 -0.176
O -0.737 -0.515 0.707
H -0.053 1.362 0.809
H -0.180 0.660 -0.935
H -0.165 -2.153 -0.108

Properties
HOMO   -10.5 eV


Run ii
Computed, not measured: an isolated molecule of C2H3NO2, with ωB97M-V/def2-TZVPD.

Geometry (Å):
O 0.698 0.868 1.504
C -0.242 0.120 1.239
N -0.535 -0.707 0.167
C -0.261 -0.474 -1.234
O 0.506 0.336 -1.726
H -0.898 0.119 2.080
H -1.203 -1.465 0.330
H -0.772 -1.219 -1.831

Properties
HOMO   -10.2 eV
SMILES   O=CNC=O


Run iii
Computed, not measured: an isolated molecule of C2H3NO2, with ωB97M-V/def2-TZVPD.

Geometry (Å):
C 0.485 0.068 0.499
N -0.226 -0.854 0.030
C -1.453 -0.387 -0.451
O -2.048 0.847 0.006
O -2.525 -0.409 0.410
H 1.322 -0.318 0.989
H 0.349 1.081 0.454
H -1.543 -0.722 -1.561

Properties
HOMO   -10.3 eV
SMILES   C=NC1OO1


Run iv
Computed, not measured: an isolated molecule of C2H3NO2, with ωB97M-V/def2-TZVPD.

Geometry (Å):
C 0.781 1.045 0.875
N 0.551 0.045 0.108
O -0.620 -0.625 0.310
C -0.832 -0.999 -1.087
O -1.958 -1.167 -1.533
H 0.139 1.391 1.846
H 1.748 1.561 0.866
H 0.191 -1.250 -1.385

Properties
HOMO   -10.7 eV
SMILES   C=NOC=O


The winner here is run ii, beating the second structure by 0.0901 hartree.


Run i
Computed, not measured: an isolated molecule of C5H4N2O, with ωB97M-V/def2-TZVPD.

Geometry (Å):
C -0.968 2.007 -0.319
C -0.135 1.318 0.640
C 0.434 -0.057 0.299
N 1.483 -0.735 0.614
C 1.330 -1.960 0.059
O 1.827 -3.074 0.315
N 0.127 -2.051 -0.753
C -0.550 -1.039 -0.411
H -1.564 1.599 -1.133
H -0.924 2.946 -0.017
H 0.528 1.698 1.342
H -1.587 -0.652 -0.636

Properties
HOMO   -10.7 eV
SMILES   C=CC1=NC(=O)N=C1


Run ii
Computed, not measured: an isolated molecule of C5H4N2O, with ωB97M-V/def2-TZVPD.

Geometry (Å):
C 0.988 -0.303 2.433
C 0.551 -0.322 1.265
C -0.153 -0.163 -0.023
O -0.870 -1.405 -0.090
C 0.655 -0.201 -1.356
N 0.519 0.762 -2.099
N -0.284 1.728 -1.345
C -0.883 1.126 -0.384
H 1.026 -0.226 3.619
H -1.382 -1.710 -0.820
H 1.237 -1.011 -1.647
H -1.405 1.725 0.445

Properties
HOMO   -10.2 eV
SMILES   C#CC1(O)C=NN=C1


Run iii
Computed, not measured: an isolated molecule of C5H4N2O, with ωB97M-V/def2-TZVPD.

Geometry (Å):
C 1.680 0.032 0.074
C 0.386 -0.331 -0.090
C -0.123 -1.730 -0.007
N -1.421 -1.802 -0.050
N -1.908 -0.439 -0.016
C -0.883 0.340 -0.127
C -0.882 1.778 -0.021
O 0.112 2.524 -0.051
H 2.284 -0.910 0.213
H 2.114 1.003 -0.108
H 0.534 -2.629 -0.014
H -1.895 2.164 0.197

Properties
HOMO   -10.5 eV
SMILES   C=C1C=NN=C1C=O


The winner here is run iii, beating the second structure by 0.0253 hartree.


Run i
Computed, not measured: an isolated molecule of C5H4N2O, with ωB97M-V/def2-TZVPD.

Geometry (Å):
N -3.801 -0.616 -0.135
C -2.529 -0.647 0.045
C -1.175 -0.080 0.008
C -0.781 1.146 -0.093
C 0.683 1.043 -0.017
C 1.021 -0.195 0.034
N 2.231 -0.985 -0.266
O -0.206 -0.951 0.174
H -1.370 1.938 -0.210
H 1.091 2.060 0.159
H 1.939 -2.055 -0.277
H 2.897 -0.656 0.577

Properties
HOMO   -9.0 eV
SMILES   N#Cc1ccc(N)o1


Run ii
Computed, not measured: a cluster of 2 separate species, C5H4N2O in total, with ωB97M-V/def2-TZVPD.

Geometry (Å):
C -0.202 -2.585 0.816
C 0.466 -1.690 0.378
C 1.206 -0.701 -0.173
N 2.205 -0.276 -0.630
O 3.093 0.324 -1.115
H -0.831 -3.382 0.792
C -1.244 1.399 -0.415
C -0.503 1.215 0.764
N 0.023 1.191 1.777
H -0.689 1.353 -1.311
H -2.071 0.743 -0.337
H -1.451 2.408 -0.546

Properties
HOMO   -9.6 eV
SMILES   C#CC#[N+][O-].CC#N


Run iii
Computed, not measured: a structure of composition C5H4N2O, with ωB97M-V/def2-TZVPD.

Geometry (Å):
C -0.573 -0.175 2.029
C 0.313 -0.645 0.244
C 0.982 -0.876 -0.936
C -0.875 1.327 -0.483
C -0.688 0.334 0.494
H -1.524 -0.445 2.277
H -0.023 0.776 2.713
H 1.897 -1.399 -1.008
H -1.123 2.520 -0.650
N 0.581 0.027 -1.711
N -0.287 1.071 -1.648
O 0.470 -1.116 1.511

Properties
HOMO   -8.7 eV


Run iv
Computed, not measured: an isolated molecule of C5H4N2O, with ωB97M-V/def2-TZVPD.

Geometry (Å):
C -1.986 -0.025 -0.276
C -1.358 1.127 0.062
C 0.090 0.637 0.435
N 1.114 1.306 -0.128
N 2.096 0.154 -0.238
C 1.477 -0.898 -0.137
C 0.019 -0.818 0.447
O -1.190 -1.120 -0.162
H -2.943 -0.378 -0.662
H -1.615 2.261 0.222
H 2.081 -1.862 -0.290
H 0.078 -1.420 1.401

Properties
HOMO   -9.1 eV
SMILES   C1=CC2=NN=C[C@@H]2O1


The winner here is run i, beating the second structure by 0.0312 hartree.


Run i
Computed, not measured: a cluster of 2 separate species, C6H9NO3 in total, with ωB97M-V/def2-TZVPD.

Geometry (Å):
C 0.026 0.992 -2.352
C -0.847 0.105 -1.515
O -1.858 -0.421 -1.940
C -0.426 -0.130 -0.109
C -0.909 -1.248 0.752
C -1.296 0.160 1.122
C -0.106 0.940 1.639
O 0.037 1.796 2.473
N 0.719 0.530 0.547
H 0.109 1.984 -1.882
H 1.041 0.570 -2.405
H -0.390 1.088 -3.360
H -1.731 -1.839 0.349
H -0.181 -1.794 1.353
H -2.327 0.510 1.125
H 1.385 1.146 0.091
O 2.504 -1.417 1.700
H 2.072 -0.740 1.106
H 2.177 -2.233 1.306

Properties
HOMO   -10.0 eV
SMILES   CC(=O)[C@]12C[C@H]1C(=O)N2.O


Run ii
Computed, not measured: an isolated molecule of C6H9NO3, with ωB97M-V/def2-TZVPD.

Geometry (Å):
C 0.447 1.964 -0.633
C 0.956 0.525 -0.646
C 0.443 -0.246 0.555
O 0.911 0.207 1.789
C 0.128 -1.731 0.428
C -0.980 -0.732 0.626
O -1.656 -0.693 1.809
O -1.887 -0.438 -0.429
C -1.650 -0.820 -1.615
N -1.465 -1.128 -2.703
H 0.762 2.479 -1.533
H -0.637 1.986 -0.585
H 0.837 2.497 0.227
H 2.053 0.521 -0.615
H 0.650 0.022 -1.564
H 1.863 0.087 1.831
H 0.236 -2.193 -0.541
H 0.345 -2.372 1.268
H -1.355 0.065 2.331

Properties
HOMO   -10.2 eV
SMILES   CC[C@]1(O)C[C@]1(O)OC#N


Run iii
Computed, not measured: a cluster of 2 separate species, C6H9NO3 in total, with ωB97M-V/def2-TZVPD.

Geometry (Å):
C 0.594 1.527 -3.646
C 0.950 1.194 -2.539
C 1.216 0.739 -1.165
N 0.106 0.021 -0.566
C -0.225 -1.447 -0.882
O 0.428 -2.056 -1.722
C -0.906 -2.210 0.241
C -0.151 -3.439 0.680
O 0.198 -3.626 1.821
H 0.254 1.675 -4.656
H 1.463 1.607 -0.539
H 2.090 0.073 -1.171
H -0.309 0.424 0.263
H -1.869 -2.571 -0.161
H -1.142 -1.587 1.112
H -0.008 -4.218 -0.099
O -2.240 -0.060 -2.186
H -3.051 -0.351 -1.731
H -1.744 0.614 -1.479

Properties
HOMO   -9.9 eV
SMILES   C#CCNC(=O)CC=O.O


Run iv
Computed, not measured: a cluster of 2 separate species, C6H9NO3 in total, with ωB97M-V/def2-TZVPD.

Geometry (Å):
C 1.676 1.966 -0.171
C 0.894 1.518 0.817
C -0.436 1.062 0.373
C -1.423 1.227 1.512
O -0.757 0.523 -0.649
H 2.609 2.459 -0.104
H 1.268 1.814 -1.127
H 1.095 1.687 1.849
H -1.168 0.567 2.255
H -2.380 1.144 1.207
H -1.274 2.354 1.836
C -0.827 -2.355 -0.798
C 0.636 -1.658 -0.508
O 1.146 -1.416 0.538
N 1.118 -1.947 -1.714
O 0.997 -1.507 -2.787
H -1.274 -1.984 0.103
H -0.587 -3.426 -1.006
H -1.315 -2.028 -1.625

Properties
HOMO (alpha / beta)   -8.8 / -8.8 eV
SMILES   C=CC(C)=O.CC(=O)N=O


The winner here is run i, beating the second structure by 0.0186 hartree.


Run i
Computed, not measured: a cluster of 2 separate species, C6H9NO3 in total, with ωB97M-V/def2-TZVPD.

Geometry (Å):
C -0.478 1.934 -0.664
C 0.050 0.556 -0.562
C 1.195 -0.076 -0.768
N 2.540 0.085 -0.966
C 0.339 -0.945 0.045
C 0.637 -1.228 1.501
O -0.307 -2.014 -0.569
H 0.281 2.624 -1.054
H -1.333 1.937 -1.347
H -0.803 2.346 0.294
H 3.044 -0.759 -1.195
H 2.790 0.867 -1.557
H 1.173 -2.164 1.598
H 1.266 -0.442 1.911
H -0.300 -1.282 2.065
H -1.232 -1.788 -0.732
O -3.042 -0.794 -0.028
C -2.880 0.121 0.660
O -2.940 1.021 1.368

Properties
HOMO   -8.2 eV
SMILES   CC1=C(N)[C@]1(C)O.O=C=O


Run ii
Computed, not measured: an isolated molecule of C6H9NO3, with ωB97M-V/def2-TZVPD.

Geometry (Å):
C -0.524 2.587 0.881
C -0.403 1.889 -0.517
C 0.492 0.750 -0.622
O 1.818 0.865 -0.380
C 2.432 -0.289 -0.193
O 3.591 -0.418 0.071
O 1.470 -1.310 -0.254
C 0.225 -0.765 -0.407
N -0.844 -1.571 -0.526
C -0.886 -2.859 0.308
H 0.219 1.997 1.401
H -1.568 2.403 1.332
H -0.243 3.682 0.785
H -0.188 2.524 -1.419
H -1.355 1.510 -0.714
H -1.529 -1.530 -1.176
H -1.749 -3.494 -0.136
H 0.088 -3.311 0.137
H -1.046 -2.661 1.429

Properties
HOMO   -7.4 eV
SMILES   CCc1oc(=O)oc1NC


The winner here is run i, beating the second structure by 0.0258 hartree.


Run i
Computed, not measured: a structure of composition C5H8ClN2, with ωB97M-V/def2-TZVPD.

Geometry (Å):
C 3.513 0.388 -1.150
C -1.457 0.162 1.211
C 1.193 0.641 -0.555
C -0.798 -0.688 -0.472
C -2.847 -0.074 1.477
N 2.367 0.903 -1.067
N 0.485 -0.470 -0.805
Cl -1.677 -1.971 -1.078
H 3.833 -0.470 -0.559
H 4.234 0.852 -1.809
H -0.790 0.907 1.588
H 0.719 1.444 -0.012
H -3.296 0.773 2.000
H -3.406 -0.286 0.563
H -2.975 -0.960 2.112
H 0.903 -1.151 -1.443

Properties
HOMO (alpha / beta)   -12.6 / -11.8 eV
Total charge   +1


Run ii
Computed, not measured: the ion C5H8ClN2 with charge +1, with ωB97M-V/def2-TZVPD.

Geometry (Å):
C -0.259 0.965 -0.054
C -1.284 0.013 -0.009
C 1.511 -0.330 0.855
C 1.940 1.767 -0.284
C -2.020 -2.259 0.029
N 0.995 0.681 0.082
N -1.093 -1.214 -0.157
Cl 3.018 -0.875 0.578
H -0.470 2.038 -0.239
H -2.372 0.447 0.041
H 2.557 2.161 0.563
H 2.649 1.486 -1.031
H 1.336 2.626 -0.617
H -2.750 -1.930 0.693
H -2.316 -2.503 -1.065
H -1.443 -3.073 0.614

Properties
HOMO (alpha / beta)   -13.4 / -13.4 eV
Total charge   +1


The winner here is run ii, beating the second structure by 0.0123 hartree.


Run i
Computed, not measured: an isolated molecule of C3H3N5, with ωB97M-V/def2-TZVPD.

Geometry (Å):
H 2.130 0.837 1.130
N 1.980 -0.148 0.817
C 1.094 -0.022 -0.076
N 0.640 1.169 -0.681
C -0.513 1.478 -0.286
C -1.460 0.594 0.370
N -1.524 -0.664 0.489
N -0.677 -1.472 -0.300
N 0.478 -1.287 -0.598
H -0.887 2.510 -0.277
H -2.246 1.156 1.010

Properties
HOMO   -9.7 eV
SMILES   [H]/N=c1\nccnnn1


Run ii
Computed, not measured: an isolated molecule of C3H3N5, with ωB97M-V/def2-TZVPD.

Geometry (Å):
H -0.805 1.440 2.057
N -1.032 1.582 1.036
C -0.122 1.030 0.344
N -0.140 1.008 -1.039
C -0.269 -0.140 -1.587
C -0.451 -1.351 -0.768
N 0.026 -1.623 0.382
N 1.115 -0.843 0.797
N 1.077 0.398 0.798
H -0.336 -0.208 -2.656
H -1.125 -2.115 -1.155

Properties
HOMO   -10.0 eV
SMILES   [H]/N=c1/nccnnn1


Run iii
Computed, not measured: an isolated molecule of C3H3N5, with ωB97M-V/def2-TZVPD.

Geometry (Å):
N -0.743 -3.120 -0.969
C -0.600 -1.842 -0.744
C -0.482 -0.560 -0.208
N -1.318 -0.497 0.888
N -1.025 0.656 1.438
N 0.084 1.312 0.900
C 0.478 0.514 -0.111
N 1.152 0.909 -1.232
H -1.395 0.802 2.471
H 1.978 1.605 -0.915
H 1.869 0.221 -1.519

Properties
HOMO   -9.5 eV
SMILES   N#Cc1n[nH]nc1N


Run iv
Computed, not measured: an isolated molecule of C3H3N5, with ωB97M-V/def2-TZVPD.

Geometry (Å):
H -2.373 0.266 -1.367
N -1.623 0.888 -1.539
C -0.638 0.239 -0.952
N -0.373 -1.048 -0.705
C 0.332 -1.283 0.311
C 0.801 -0.153 1.246
N 1.049 1.168 1.114
N 1.017 1.781 -0.323
N 0.488 1.067 -1.191
H 0.156 -2.316 0.989
H 1.162 -0.608 2.418

Properties
HOMO   -9.5 eV
SMILES   [H]/N=c1\nccnnn1


The winner here is run iii, beating the second structure by 0.0033 hartree.


Run i
Computed, not measured: an isolated molecule of C5H8S, with ωB97M-V/def2-TZVPD.

Geometry (Å):
C 2.355 -0.226 0.191
C 0.987 -0.036 -0.413
C 0.429 1.261 -0.132
C -0.885 1.249 0.209
S -1.637 -0.429 -0.055
C 0.038 -1.093 0.173
H 2.327 0.010 1.206
H 2.596 -1.310 0.055
H 2.962 0.364 -0.430
H 0.971 -0.282 -1.483
H 0.908 2.182 -0.057
H -1.446 2.157 0.473
H 0.119 -2.102 -0.302
H 0.196 -1.091 1.256

Properties
HOMO   -8.1 eV
SMILES   C[C@@H]1C=CSC1


Run ii
Computed, not measured: an isolated molecule of C5H8S, with ωB97M-V/def2-TZVPD.

Geometry (Å):
S -3.752 0.137 -0.155
C -2.232 0.143 0.376
C -0.957 -0.384 -0.340
C 0.336 0.134 0.347
C 1.464 0.907 -0.346
C 1.747 -0.551 0.054
H -2.097 0.403 1.454
H -1.147 -0.464 -1.394
H -1.057 -1.419 -0.060
H 0.085 0.310 1.356
H 2.020 1.767 0.187
H 1.434 1.035 -1.412
H 2.347 -0.883 0.862
H 1.810 -1.135 -0.929

Properties
HOMO   -8.6 eV
SMILES   S=CCC1CC1


Run iii
Computed, not measured: an isolated molecule of C5H8S, with ωB97M-V/def2-TZVPD.

Geometry (Å):
C 2.716 -0.839 0.276
C 1.603 -0.368 -0.287
C 0.260 -0.094 0.414
S -0.919 -1.470 0.208
C -1.003 0.110 -0.551
C -2.130 0.954 -0.070
H 3.642 -1.100 -0.204
H 2.603 -1.077 1.364
H 1.272 -0.563 -1.303
H 0.082 0.444 1.341
H -0.800 0.375 -1.593
H -1.951 1.185 1.000
H -3.133 0.455 -0.067
H -2.244 1.987 -0.528

Properties
HOMO   -8.8 eV
SMILES   C=C[C@@H]1S[C@H]1C


Run iv
Computed, not measured: a structure of composition C5H8S, with ωB97M-V/def2-TZVPD.

Geometry (Å):
C 0.621 -0.052 2.159
C 0.506 0.779 0.887
C 0.218 0.086 -0.381
C -0.619 0.195 -1.343
C -0.765 -0.690 -2.555
H -0.608 -0.263 2.682
H 1.113 -1.207 2.076
H 1.029 0.793 2.897
H 1.562 1.289 0.723
H -0.554 1.301 0.930
H 1.036 -0.724 -0.787
H -1.672 0.733 -1.435
H -0.056 -1.472 -2.078
S -1.810 -0.767 -3.777

Properties
HOMO   -8.7 eV


The winner here is run i, beating the second structure by 0.0421 hartree.